1.
This record from OMol25 describes the molecule C6H8N2 at a distorted geometry. The level of theory is ωB97M-V/def2-TZVPD.

Relative energy (zero: lowest compared OMol25 entry of this formula, charge and spin)   3.122 eV
E_tot   -9328.5852 eV
SMILES string   C=C1C=NN2CC[C@H]12
Gap between HOMO and LUMO   8.583 eV

Last column: Löwdin charge in e.
Cartesian coordinates (Å):
1 C -2.431 -0.381 0.001  0.0804
2 C -1.208 0.223 0.255  -0.2257
3 C -0.824 1.534 -0.071  -0.1197
4 C 2.002 0.091 -0.169  -0.1575
5 C 1.007 -1.051 -0.319  -0.1266
6 C 0.172 -0.349 0.665  -0.2490
7 H -2.572 -1.494 0.172  0.0784
8 H -3.277 0.065 -0.384  0.0184
9 H -1.514 2.182 -0.507  0.0969
10 H 2.142 0.710 -1.060  0.1132
11 H 2.922 -0.168 0.418  0.1251
12 H 1.399 -2.083 0.010  0.1364
13 H 0.528 -1.135 -1.294  0.1130
14 H 0.111 -0.827 1.649  0.1485
15 N 0.454 1.830 -0.039  0.0848
16 N 1.090 0.852 0.673  -0.1166

=====

2.
This record from OMol25 describes a structure of composition C34H24IrN8O5S at a distorted geometry. The level of theory is ωB97M-V/def2-TZVPD.

Relative energy (zero: lowest compared OMol25 entry of this formula, charge and spin)   1.803 eV
E_tot   -71458.3041 eV
Charge   +2
2S+1   6
Gap between HOMO and LUMO (alpha / beta)   5.164 / 4.285 eV

Last column: Löwdin charge in e.
Cartesian coordinates (Å):
1 Ir 0.114 -0.101 -1.239  1.5876
2 C -0.732 -4.379 -0.043  -0.0600
3 C -0.106 -3.243 -0.533  -0.0642
4 N -0.579 -2.041 -0.223  0.0224
5 C -1.642 -1.930 0.570  -0.1670
6 C -2.267 -3.088 1.028  -0.0191
7 N -1.816 -4.293 0.720  0.1324
8 C -2.017 -0.548 0.916  -0.1808
9 C -3.004 -0.237 1.813  0.0985
10 C -3.291 1.132 2.159  -0.0641
11 C -2.427 2.096 1.604  0.0811
12 C -1.433 1.728 0.739  -0.1591
13 N -1.269 0.411 0.328  0.0003
14 C -0.447 2.659 0.202  -0.1805
15 C -0.263 3.980 0.623  -0.0161
16 N 0.688 4.748 0.126  0.1350
17 C 1.491 4.228 -0.800  -0.0566
18 C 1.334 2.922 -1.234  -0.0672
19 N 0.367 2.161 -0.732  0.0251
20 C -4.388 1.483 3.045  -0.1600
21 C -5.181 0.498 3.664  0.0082
22 C -6.214 0.878 4.504  -0.1072
23 N -6.513 2.146 4.766  0.0951
24 C -5.775 3.092 4.181  -0.1049
25 C -4.723 2.820 3.329  0.0045
26 H -0.356 -5.368 -0.271  0.1277
27 H 0.774 -3.290 -1.163  0.1218
28 H -3.150 -3.048 1.652  0.1295
29 H -3.558 -1.041 2.270  0.1051
30 H -2.525 3.133 1.877  0.1113
31 H -0.885 4.418 1.393  0.1302
32 H 2.274 4.860 -1.198  0.1283
33 H 1.985 2.486 -1.981  0.1160
34 H -5.001 -0.555 3.507  0.1025
35 H -6.830 0.130 4.990  0.1199
36 H -6.048 4.114 4.410  0.1198
37 H -4.183 3.645 2.890  0.1051
38 O 1.004 0.505 1.733  0.0710
39 C 1.920 -0.007 1.117  -0.5326
40 O 1.852 -0.344 -0.160  -0.2334
41 C 3.226 -0.340 1.766  -0.1274
42 C 4.212 -1.060 1.096  -0.0031
43 C 5.409 -1.347 1.727  0.0211
44 C 5.592 -0.901 3.021  -0.1202
45 C 4.630 -0.189 3.712  0.0316
46 C 3.434 0.090 3.073  0.0153
47 N 6.876 -1.203 3.697  -0.3487
48 O 7.002 -0.822 4.838  0.1051
49 O 7.700 -1.822 3.062  0.0977
50 H 4.038 -1.406 0.086  0.1075
51 H 6.195 -1.906 1.241  0.1256
52 H 4.827 0.132 4.724  0.1292
53 H 2.654 0.642 3.578  0.1248
54 C -1.241 1.603 -3.558  -0.0060
55 C -1.369 0.505 -2.556  -0.4673
56 O -2.309 -0.193 -2.336  0.1223
57 H -2.056 1.552 -4.277  0.1060
58 H -0.272 1.546 -4.052  0.0878
59 H -1.284 2.552 -3.018  0.0966
60 S 3.430 -0.771 -4.291  1.1745
61 C 2.633 -0.407 -2.802  -0.4501
62 N 1.321 -0.752 -2.768  -0.2015
63 C 0.940 -1.385 -3.943  -0.2843
64 C -0.282 -1.978 -4.223  0.0037
65 C -0.459 -2.575 -5.468  0.0332
66 C 0.563 -2.607 -6.432  -0.0210
67 C 1.794 -2.060 -6.158  -0.0222
68 C 1.983 -1.458 -4.907  -0.4058
69 H 3.136 0.026 -1.955  0.0655
70 H -1.074 -2.006 -3.489  0.1021
71 H -1.409 -3.039 -5.697  0.1373
72 H 0.383 -3.078 -7.388  0.1301
73 H 2.597 -2.097 -6.881  0.1350

=====

3.
This record from OMol25 describes the molecule C5H13N3O at a distorted geometry. The level of theory is ωB97M-V/def2-TZVPD.

Relative energy (zero: lowest compared OMol25 entry of this formula, charge and spin)   1.919 eV
E_tot   -11912.6977 eV
SMILES string   CNC(=O)N(C)N(C)C
Gap between HOMO and LUMO   9.625 eV

Last column: Löwdin charge in e.
Cartesian coordinates (Å):
1 C -0.362 -1.566 0.002  -0.0512
2 C -2.034 0.687 -1.221  -0.0837
3 C -2.172 0.626 1.192  -0.0902
4 C 3.464 0.155 0.108  -0.1022
5 N -0.157 -0.133 0.108  -0.0867
6 N -1.321 0.751 0.034  -0.2223
7 N 2.143 -0.374 -0.130  -0.0052
8 C 1.008 0.516 -0.159  -0.5219
9 O 1.131 1.701 -0.333  0.0722
10 H 2.022 -1.339 0.132  0.0942
11 H 0.065 -2.083 0.866  0.0874
12 H -1.432 -1.765 -0.008  0.0786
13 H 0.072 -1.971 -0.916  0.0919
14 H -2.588 -0.254 -1.369  0.0769
15 H -2.745 1.513 -1.256  0.0876
16 H -1.320 0.812 -2.033  0.0905
17 H -1.557 0.682 2.088  0.0895
18 H -2.870 1.463 1.200  0.0857
19 H -2.757 -0.309 1.214  0.0756
20 H 3.441 1.217 -0.130  0.0789
21 H 3.783 0.023 1.148  0.0788
22 H 4.186 -0.353 -0.536  0.0757

=====

4.
This record from OMol25 describes a cluster of 2 separate species, C20H36IN4O4S in total at a distorted geometry. The level of theory is ωB97M-V/def2-TZVPD.

Relative energy (zero: lowest compared OMol25 entry of this formula, charge and spin)   8.845 eV
E_tot   -54398.0396 eV
2S+1   2
Gap between HOMO and LUMO (alpha / beta)   8.791 / 8.667 eV

Last column: Löwdin charge in e.
Cartesian coordinates (Å):
1 C 1.209 -2.986 -1.825  -0.1080
2 O 2.192 -1.964 -2.247  -0.2201
3 C 1.566 -1.017 -3.230  -0.2656
4 C 2.648 -0.476 -4.342  -0.1085
5 C 2.500 -1.329 -5.773  -0.6763
6 O 3.166 -2.495 -5.956  -0.1388
7 I 1.283 -0.625 -7.461  0.7130
8 C 0.853 0.155 -2.332  -0.3032
9 N 1.850 0.963 -1.475  0.0094
10 C -0.139 1.161 -3.226  -0.1509
11 C -1.693 0.719 -2.796  -0.2390
12 C -2.848 1.515 -3.669  -0.2478
13 C -4.295 0.714 -3.734  -0.4379
14 S -4.544 -0.380 -2.188  0.8400
15 C -4.076 -2.095 -2.797  -0.4707
16 N -3.103 -3.129 -2.274  0.0074
17 N -3.246 -4.146 -3.245  -0.0466
18 C -4.247 -3.781 -4.319  -0.0446
19 O -4.792 -2.442 -4.045  -0.1220
20 H 0.083 -2.662 -2.045  0.0881
21 H 1.436 -3.955 -2.460  0.1091
22 H 1.242 -3.228 -0.671  0.1046
23 H 0.734 -1.607 -3.838  0.1559
24 H 3.777 -0.652 -4.010  0.1482
25 H 2.492 0.657 -4.654  0.1147
26 H 0.171 -0.410 -1.533  0.1455
27 H 2.393 1.623 -2.074  0.0664
28 H 1.238 1.473 -0.783  0.0751
29 H 0.048 1.044 -4.396  0.0983
30 H 0.087 2.300 -2.962  0.1209
31 H -1.731 -0.448 -2.951  0.0980
32 H -1.877 0.981 -1.649  0.1221
33 H -2.445 1.569 -4.790  0.1183
34 H -3.075 2.587 -3.241  0.1149
35 H -5.230 1.425 -3.790  0.0888
36 H -4.255 0.039 -4.714  0.0993
37 H -4.612 -4.331 -5.286  0.1404
38 C -0.414 -0.507 5.287  -0.0445
39 C 0.317 -0.289 3.933  -0.4694
40 C 1.821 -0.656 4.072  -0.1362
41 C 2.654 0.399 4.795  -0.1886
42 C 2.437 1.782 4.192  -0.1387
43 C 0.940 2.181 4.125  -0.4791
44 N 0.094 1.125 3.477  -0.0261
45 O 0.338 1.170 2.094  -0.0417
46 C 0.423 2.482 5.558  -0.0457
47 C 0.826 3.565 3.405  -0.0474
48 C -0.335 -1.347 2.980  -0.0473
49 H -1.315 0.111 5.360  0.0889
50 H -0.747 -1.546 5.410  0.0816
51 H 0.221 -0.303 6.152  0.0645
52 H 2.259 -0.805 3.075  0.1241
53 H 1.928 -1.612 4.597  0.1248
54 H 2.417 0.406 5.864  0.1014
55 H 3.716 0.134 4.723  0.1151
56 H 3.002 2.520 4.777  0.1236
57 H 2.875 1.796 3.184  0.1244
58 H -0.655 2.683 5.556  0.0914
59 H 0.917 3.369 5.974  0.0873
60 H 0.619 1.685 6.274  0.0551
61 H 1.263 3.558 2.400  0.0726
62 H 1.357 4.345 3.964  0.0828
63 H -0.223 3.879 3.321  0.0871
64 H -1.401 -1.140 2.827  0.0896
65 H -0.254 -2.357 3.403  0.0842
66 H 0.152 -1.392 2.001  0.0678